(1)
{
  "formula": "C39H29Cl2HfN8O4",
  "method": "the ωB97M-V functional and the def2-TZVPD basis",
  "elements": ["Hf", "O", "C", "C", "C", "C", "C", "C", "C", "O", "N", "N", "C", "C", "C", "C", "C", "C", "C", "O", "H", "H", "H", "H", "H", "H", "H", "H", "H", "H", "C", "N", "C", "C", "N", "C", "C", "C", "C", "C", "C", "N", "C", "N", "C", "C", "C", "C", "C", "C", "N", "H", "H", "H", "H", "H", "H", "H", "H", "H", "H", "H", "H", "H", "H", "H", "Cl", "C", "C", "C", "Cl", "C", "C", "C", "C", "N", "C", "C", "O", "H", "H", "H", "H"],
  "positions_angstrom": [[-0.5655, -0.3022, -0.4654], [-2.8646, 3.7552, -0.8784], [-2.6884, 3.9860, 0.4393], [-2.9646, 5.2692, 0.9092], [-2.8183, 5.5710, 2.2464], [-2.4038, 4.5946, 3.1512], [-2.1445, 3.3209, 2.7019], [-2.2705, 2.9936, 1.3448], [-2.0207, 1.6129, 0.9113], [-1.9160, 1.2990, -0.3687], [-1.9890, 0.6984, 1.8486], [-1.8238, -0.5435, 1.2899], [-2.4092, -1.5608, 1.7989], [-2.5046, -2.7855, 1.0335], [-2.9324, -3.9809, 1.6230], [-3.2687, -5.0790, 0.8617], [-3.2494, -4.9708, -0.5282], [-2.8393, -3.8012, -1.1358], [-2.3955, -2.7038, -0.3819], [-1.9627, -1.6123, -0.9920], [-2.6247, 2.8318, -1.0604], [-3.2996, 6.0144, 0.1994], [-3.0327, 6.5729, 2.5943], [-2.2952, 4.8320, 4.2008], [-1.8296, 2.5409, 3.3803], [-2.9511, -1.4659, 2.7376], [-3.0159, -4.0271, 2.7030], [-3.5840, -5.9995, 1.3325], [-3.5797, -5.8023, -1.1375], [-2.8765, -3.7064, -2.2163], [1.2065, -2.8841, -2.6196], [-0.0990, -2.2495, -2.6672], [-0.4699, -1.5457, -3.8804], [-0.4719, -0.0613, -3.6650], [-0.1973, 0.5289, -2.5203], [-0.2063, 1.9136, -2.7916], [0.1219, 3.0103, -1.9954], [0.0310, 4.2617, -2.5692], [-0.3733, 4.4365, -3.8970], [-0.6512, 3.3597, -4.7131], [-0.5352, 2.1008, -4.1398], [-0.6977, 0.8228, -4.6529], [2.0672, -2.2360, -1.5824], [1.9027, -1.0145, -1.1384], [3.0515, -0.7431, -0.3847], [3.5196, 0.4402, 0.1856], [4.7140, 0.3950, 0.8768], [5.4588, -0.7854, 0.9914], [5.0458, -1.9521, 0.3788], [3.8475, -1.8951, -0.3202], [3.1884, -2.8271, -1.1030], [1.7210, -2.7835, -3.5812], [1.1205, -3.9543, -2.4134], [-0.8165, -2.9130, -2.4258], [-1.4635, -1.8551, -4.2121], [0.2185, -1.7688, -4.7027], [0.4346, 2.8798, -0.9716], [0.2760, 5.1326, -1.9763], [-0.4610, 5.4396, -4.2919], [-0.9339, 3.4976, -5.7483], [-0.9216, 0.5921, -5.6056], [2.9795, 1.3672, 0.0632], [5.0936, 1.3005, 1.3323], [6.3900, -0.7720, 1.5413], [5.6383, -2.8567, 0.4225], [3.5104, -3.7592, -1.2997], [1.3333, 3.4450, 1.9752], [1.4008, 1.8081, 2.5048], [1.9409, 1.5087, 3.7614], [2.0587, 0.2096, 4.1741], [2.7728, -0.1314, 5.7098], [1.6176, -0.8515, 3.3526], [1.6800, -2.2169, 3.6973], [1.2265, -3.1605, 2.8154], [0.6955, -2.7524, 1.5862], [0.6099, -1.4892, 1.2279], [1.0670, -0.5301, 2.0895], [0.9789, 0.8162, 1.6383], [0.5531, 1.0547, 0.4138], [2.2832, 2.3147, 4.3954], [2.0881, -2.5016, 4.6574], [1.2617, -4.2141, 3.0534], [0.3133, -3.4831, 0.8817]],
  "spin_multiplicity": 1,
  "charge": 1,
  "e_lumo_ev": -2.913
}

=====

(2)
{
  "formula": "C39H29Cl3FeN7O6S2Se",
  "method": "the ωB97M-V functional and the def2-TZVPD basis",
  "elements": ["Fe", "C", "C", "C", "C", "C", "C", "C", "S", "O", "O", "N", "C", "C", "C", "C", "C", "C", "C", "C", "N", "C", "H", "H", "H", "H", "H", "H", "H", "H", "H", "H", "H", "H", "H", "Cl", "C", "C", "C", "Cl", "C", "O", "C", "Cl", "C", "H", "H", "O", "S", "O", "O", "C", "N", "C", "C", "C", "N", "C", "C", "C", "N", "C", "C", "H", "H", "H", "H", "H", "H", "C", "N", "C", "Se", "N", "C", "C", "C", "C", "C", "C", "H", "H", "H", "H", "H", "H", "H", "H"],
  "positions_angstrom": [[0.1299, -0.4757, 0.1018], [-0.8405, 2.4763, 6.8592], [-1.0528, 1.4456, 5.7860], [-2.3027, 0.8776, 5.5834], [-2.4964, -0.1024, 4.6178], [-1.4249, -0.5099, 3.8423], [-0.1593, 0.0365, 4.0330], [0.0119, 1.0106, 4.9988], [-1.6416, -1.7151, 2.5676], [-2.9110, -2.3574, 2.7893], [-0.4442, -2.5135, 2.5410], [-1.6226, -0.8596, 1.2050], [-2.7745, -0.3106, 0.6813], [-4.0338, -0.2725, 1.2432], [-5.1371, 0.2899, 0.5755], [-5.0394, 0.8337, -0.6723], [-3.7648, 0.8517, -1.2880], [-3.5626, 1.3876, -2.5837], [-2.3190, 1.4186, -3.1444], [-1.2492, 0.9179, -2.3762], [-1.4059, 0.3986, -1.1813], [-2.6454, 0.3192, -0.6135], [-1.7520, 3.0406, 7.0517], [-0.0558, 3.1789, 6.5812], [-0.5404, 2.0053, 7.7976], [-3.1403, 1.2024, 6.1901], [-3.4656, -0.5575, 4.4752], [0.6688, -0.2999, 3.4268], [0.9949, 1.4434, 5.1436], [-4.2031, -0.7273, 2.2063], [-6.0967, 0.2664, 1.0769], [-5.8956, 1.2392, -1.1926], [-4.4208, 1.7735, -3.1229], [-2.1366, 1.8278, -4.1272], [-0.2373, 0.9763, -2.7644], [7.2609, 0.2920, -0.1685], [5.5979, 0.0367, 0.3007], [4.5888, 0.2554, -0.6162], [3.2918, 0.0509, -0.1950], [1.9667, 0.3456, -1.3232], [2.8938, -0.3697, 1.0886], [1.6739, -0.5379, 1.4457], [3.9889, -0.5700, 1.9667], [3.6316, -1.0681, 3.5884], [5.3005, -0.3758, 1.5916], [4.8072, 0.5751, -1.6240], [6.0924, -0.5487, 2.3046], [-0.7201, -9.3114, -0.7800], [-0.3692, -9.8136, -2.0903], [-1.4433, -10.4573, -2.8193], [0.9199, -10.4731, -2.1788], [-0.0826, -8.3175, -3.0629], [0.1279, -8.4840, -4.3747], [0.3577, -7.4083, -5.0996], [0.3849, -6.1238, -4.5655], [0.1545, -6.0581, -3.2004], [-0.0722, -7.1328, -2.4547], [0.1500, -4.7450, -2.4497], [0.2384, -3.5154, -3.1016], [0.2329, -2.3584, -2.3527], [0.1480, -2.3544, -1.0168], [0.0573, -3.5329, -0.3872], [0.0520, -4.7417, -1.0658], [0.5328, -7.5582, -6.1626], [0.5832, -5.2685, -5.1882], [0.3017, -3.4393, -4.1752], [0.2987, -1.3952, -2.8419], [-0.0114, -3.4957, 0.6916], [-0.0297, -5.6779, -0.5333], [2.0209, 3.8705, -0.6409], [0.5900, 3.8459, -0.8639], [-0.3331, 3.2821, -0.0388], [-0.0646, 2.3061, 1.4842], [-1.5501, 3.5787, -0.5651], [-1.4201, 4.3134, -1.7285], [-2.3451, 4.8331, -2.6164], [-1.8463, 5.5313, -3.7065], [-0.4725, 5.7030, -3.8979], [0.4519, 5.1833, -3.0031], [-0.0501, 4.4850, -1.9173], [2.2384, 3.2153, 0.1995], [2.3421, 4.8875, -0.4122], [2.5380, 3.5096, -1.5279], [-2.3973, 3.2227, -0.1498], [-3.4066, 4.6958, -2.4721], [-2.5364, 5.9529, -4.4240], [-0.1226, 6.2539, -4.7594], [1.5142, 5.3160, -3.1478]],
  "spin_multiplicity": 5,
  "charge": -1,
  "e_lumo_ev": [1.099, 1.007]
}